No. 1
Here is a 2-piece molecular cluster, C13H26BN4O7S overall at a distorted geometry from the OMol25 dataset. Energies are from ωB97M-V with the def2-TZVPD basis set.

Calculated values
**Total charge**: +1

Atoms and positions in Å:
C (2.0668, -2.4717, 3.9946)
C (0.5842, -2.5672, 3.8313)
O (0.0548, -3.2805, 3.0075)
O (-0.1490, -1.8117, 4.6985)
C (-0.7966, -0.7153, 4.0510)
C (0.0149, 0.5742, 4.0727)
C (-0.4317, 1.4756, 2.9244)
C (0.2250, 1.0841, 1.6196)
N (0.3609, -0.3885, 1.3179)
C (1.1105, -0.4198, 0.1713)
N (1.1396, -1.5257, -0.5670)
S (2.1623, -1.6604, -1.9496)
B (0.3926, -2.8130, -0.2352)
O (-0.9725, -2.8323, -0.1593)
O (1.1627, -3.9257, -0.1870)
N (1.8166, 0.7115, -0.0276)
C (1.6054, 1.4466, -1.3007)
C (1.6480, 1.4672, 1.3108)
N (1.9514, 2.8463, 1.3899)
H (2.5181, -2.5824, 3.0136)
H (2.3741, -1.5489, 4.4717)
H (2.3860, -3.3084, 4.6141)
H (-1.7331, -0.5644, 4.5819)
H (-1.0317, -1.0139, 3.0342)
H (-0.1574, 1.0681, 5.0264)
H (1.0807, 0.3606, 4.0130)
H (-1.5141, 1.4056, 2.8099)
H (-0.1899, 2.5172, 3.1219)
H (-0.3842, 1.4829, 0.7990)
H (-0.5520, -0.8045, 1.1926)
H (1.1906, -1.4618, -2.8473)
H (-1.3932, -2.6317, 0.6812)
H (1.1322, -4.3957, 0.6554)
H (1.4313, 2.4954, -1.0966)
H (2.4735, 1.3481, -1.9425)
H (0.7451, 1.0378, -1.8162)
H (2.3663, 0.9367, 1.9362)
H (1.2705, 3.4269, 0.9154)
H (2.8725, 3.0569, 1.0304)
C (-3.0269, 1.0624, -6.2733)
C (-1.9628, 0.9648, -5.2137)
C (-2.3582, 0.2564, -3.9351)
O (-1.4896, 0.8825, -2.9665)
C (-1.2021, 2.1320, -3.4280)
O (-0.6617, 2.9731, -2.7837)
O (-1.6145, 2.2695, -4.6951)
H (-3.9628, 1.4301, -5.8523)
H (-2.7197, 1.7538, -7.0557)
H (-3.2010, 0.0852, -6.7218)
H (-1.0497, 0.5268, -5.6271)
H (-2.1906, -0.8170, -3.9534)
H (-3.3916, 0.4622, -3.6519)

Cartesian forces (eV/Å) of the 6 atoms listed first:
-0.1 -0.2 0.1
-0.3 -0.4 -0.2
0.2 0.6 0.0
0.5 0.1 -0.2
-0.5 0.0 0.3
-0.2 0.0 0.2

Mulliken population analysis, charges in e, atoms 1 to 8: -0.98 0.78 -0.56 -0.40 -0.39 -0.38 -1.18 0.08



No. 2
Here is C13H26BrN3O4P2 as an isolated structure at a distorted geometry from the OMol25 dataset. Energies are from ωB97M-V with the def2-TZVPD basis set.

Atoms and positions in Å:
C (-0.5178, -0.0541, 3.4383)
C (0.6034, 0.4994, 2.3330)
C (-0.1434, 0.9677, 0.9500)
Br (-1.6404, 2.2249, 1.5317)
O (0.6982, 1.7502, 0.0245)
P (1.8687, 0.7471, -0.7883)
O (1.7274, -0.8081, -0.3860)
O (3.5431, 1.2438, -0.4947)
O (1.6978, 0.7599, -2.5569)
P (2.1413, -0.8595, -3.0161)
C (3.9362, -0.9883, -3.6579)
C (4.5731, -2.3673, -2.9697)
C (0.8718, -1.6813, -4.1811)
C (0.2359, -2.9738, -3.3323)
H (-0.0888, -1.0388, 3.9546)
H (-0.6972, 0.8093, 4.2227)
H (-1.4886, -0.3855, 2.8748)
H (1.3398, -0.4259, 2.1701)
H (1.2729, 1.3381, 2.8311)
H (-0.6482, 0.1019, 0.3406)
H (3.7916, 1.7930, -1.3137)
H (4.0549, -0.9556, -4.8225)
H (4.5453, -0.0897, -3.1870)
H (5.7392, -2.3443, -2.8784)
H (4.0805, -2.4120, -1.8832)
H (4.1397, -3.2779, -3.5650)
H (-0.0316, -0.9939, -4.4651)
H (1.3927, -2.0427, -5.1872)
H (0.0278, -2.5533, -2.2498)
H (-0.7025, -3.4442, -3.8535)
H (1.1085, -3.7724, -3.2017)
C (-6.0164, 3.5338, 1.2116)
C (-4.8701, 3.9654, 2.1118)
N (-3.9193, 4.3235, 2.8585)
H (-6.5583, 2.7024, 1.6708)
H (-6.7064, 4.3685, 1.0605)
H (-5.6278, 3.2129, 0.2412)
C (-5.2173, 0.1796, -2.0980)
C (-5.1797, 0.5160, -0.6161)
N (-5.1485, 0.7951, 0.6131)
H (-5.3319, -0.8996, -2.2325)
H (-6.0590, 0.6893, -2.5748)
H (-4.2885, 0.5014, -2.5770)
C (3.3358, -0.5064, 5.9252)
C (2.1307, -0.3235, 5.0171)
N (1.1310, -0.1719, 4.2638)
H (3.8469, 0.4504, 6.0636)
H (3.0142, -0.8825, 6.9003)
H (4.0331, -1.2214, 5.4800)

Cartesian forces (eV/Å) of the 6 atoms listed first:
-3.8 -0.7 -2.7
-0.5 -0.8 -0.8
-0.4 -1.1 0.9
1.2 -0.7 -0.8
2.5 -2.0 -1.6
0.1 -5.6 1.1

Mulliken population analysis, charges in e, atoms 1 to 8: -0.90 -0.30 -0.08 -0.20 -0.34 0.83 -0.56 -0.49



No. 3
Here is C13H26Cl2GeN3O3PtSSe as an isolated structure at a distorted geometry from the OMol25 dataset. Energies are from ωB97M-V with the def2-TZVPD basis set.

Calculated values
**Expectation value of S²**: 6.048
**Multiplicity**: 5
**Relative energy (zero: lowest compared OMol25 entry of this formula, charge and spin)**: 51.78 kcal per mole
**Total charge**: +3

Atoms and positions in Å:
Pt (-1.1505, 0.2682, 0.2320)
Cl (-3.8418, -4.1475, -1.0815)
C (-3.3950, -4.1260, 0.5672)
Cl (-4.5770, -3.6079, 1.6786)
C (-2.0488, -2.8885, 0.5745)
O (-1.0470, -3.5212, 0.4110)
O (-2.4419, -1.7468, 0.7200)
H (-2.9034, -5.0374, 0.8855)
C (5.1923, -1.4320, -2.2921)
Ge (3.5354, -2.2493, -1.7625)
C (2.3756, -2.7393, -3.2223)
C (3.7098, -3.5619, -0.3576)
C (2.5500, -0.5578, -0.8932)
Se (0.9912, -1.0073, -0.0242)
C (1.5868, -1.4351, 1.7557)
H (5.7620, -2.1975, -2.8239)
H (5.7753, -1.1034, -1.4334)
H (5.0276, -0.5951, -2.9689)
H (2.8019, -3.6203, -3.7049)
H (2.3318, -1.9346, -3.9552)
H (1.3680, -2.9912, -2.8927)
H (4.2247, -4.4199, -0.7947)
H (2.7509, -3.9150, 0.0227)
H (4.3256, -3.1878, 0.4604)
H (2.3348, 0.0825, -1.7453)
H (3.2718, -0.1548, -0.1826)
H (2.4576, -2.0821, 1.6893)
H (0.7679, -1.9389, 2.2608)
H (1.8270, -0.4893, 2.2390)
C (1.5420, 4.1276, 0.0224)
S (0.1373, 3.4173, 0.8416)
C (0.5289, 3.8630, 2.5164)
O (0.3445, 1.8985, 0.7661)
H (2.4510, 3.7641, 0.5003)
H (1.4691, 5.2129, 0.0975)
H (1.4971, 3.8289, -1.0228)
H (0.5547, 4.9506, 2.5892)
H (1.4974, 3.4338, 2.7721)
H (-0.2502, 3.4678, 3.1647)
N (-5.0028, 4.0912, -0.6768)
C (-4.6451, 3.0172, -0.0122)
C (-3.3465, 2.4209, -0.2087)
N (-3.0256, 1.3154, 0.4497)
C (-3.9469, 0.8052, 1.2841)
C (-5.2176, 1.4448, 1.4936)
N (-5.5669, 2.5228, 0.8619)
H (-4.4129, 4.5383, -1.3698)
H (-5.9281, 4.4837, -0.5071)
H (-2.6190, 2.8431, -0.8903)
H (-3.6951, -0.1256, 1.7744)
H (-5.9279, 1.0158, 2.1921)

Cartesian forces (eV/Å) of the 6 atoms listed first:
0.2 -0.1 -0.1
0.0 0.0 0.0
-0.6 -0.4 -0.1
0.0 0.1 0.1
1.0 0.6 0.0
-0.2 -0.1 0.1

Mulliken population analysis, charges in e, atoms 1 to 8: 0.66 0.02 0.03 -0.02 0.54 -0.44 -0.58 0.35



No. 4
Here is a 2-piece molecular cluster, C13H26Cl2NO4 overall at a distorted geometry from the OMol25 dataset. Energies are from ωB97M-V with the def2-TZVPD basis set.

Calculated values
**Total charge**: +1

Atoms and positions in Å:
O (3.4151, -4.5671, 1.6020)
C (3.7638, -3.4696, 0.6605)
C (2.4099, -2.5582, 0.4047)
C (2.8481, -1.1886, -0.3846)
C (3.2597, 0.0559, 0.6531)
C (4.8977, 0.1658, 0.3408)
N (5.0435, 0.9460, -0.8098)
C (3.6805, 1.4493, -1.3289)
C (2.8640, 1.5452, 0.0895)
C (1.2246, 1.5469, 0.1060)
O (0.8107, 0.9539, 1.4026)
C (-0.6420, 0.7255, 1.4563)
O (-1.1510, -0.1896, 0.4032)
C (-2.6237, -0.1624, 0.3358)
C (-3.0439, -1.3546, -0.7582)
O (-4.2529, -0.9400, -1.4884)
H (2.4458, -4.7602, 1.3980)
H (4.5635, -2.7383, 1.1312)
H (4.1817, -3.9877, -0.3041)
H (1.8783, -2.3128, 1.4183)
H (1.6808, -3.2079, -0.2729)
H (3.7663, -1.4769, -1.0830)
H (1.9658, -0.8913, -1.1032)
H (3.1283, -0.1899, 1.7897)
H (5.7602, -0.3378, 0.9934)
H (5.9543, 1.2095, -1.2544)
H (3.2102, 0.9041, -2.2513)
H (3.9017, 2.5654, -1.6331)
H (3.2840, 2.2707, 0.9060)
H (0.8423, 0.9617, -0.8330)
H (0.8838, 2.6875, 0.0539)
H (-1.2746, 1.7339, 1.5354)
H (-0.8512, 0.1610, 2.4872)
H (-3.0335, 0.8939, -0.0218)
H (-3.0134, -0.4531, 1.4196)
H (-2.1350, -1.3787, -1.5315)
H (-3.1571, -2.4052, -0.2118)
H (-4.0627, -1.1571, -2.4588)
Cl (-6.9826, 4.1170, 0.7434)
C (-6.6117, 2.4068, 0.4099)
C (-6.3279, 2.1574, -1.0631)
Cl (-7.7848, 2.3473, -2.0698)
H (-7.4500, 1.8012, 0.7672)
H (-5.7299, 2.1528, 1.0059)
H (-5.9771, 1.1311, -1.2054)
H (-5.5596, 2.8367, -1.4466)

Cartesian forces (eV/Å) of the 6 atoms listed first:
-1.1 1.5 -1.5
-1.0 0.2 0.4
0.8 -0.4 -0.7
-0.6 -0.9 -0.1
3.1 -0.5 -0.8
-1.1 1.7 -2.3

Mulliken population analysis, charges in e, atoms 1 to 8: -0.50 -0.12 -0.81 -0.72 -0.01 -0.30 -0.10 -0.56



For reference, energy by record: -45704.2967, -115172.5182, -185472.5908, -48613.9948 eV.